## i
Entry from the Open Molecules 2025 dataset: a 6-piece molecular cluster, C14H40O6 overall (ωB97M-V/def2-TZVPD).

Geometry as XYZ:
```
60
Properties=species:S:1:pos:R:3:nbo_charge:R:1
C -0.951 -2.068 3.508 -0.636
C -0.395 -0.665 3.300 0.113
C 1.080 -0.543 3.727 -0.622
O -0.460 -0.203 2.151 -0.712
H -1.980 -2.198 3.143 0.205
H -0.987 -2.256 4.536 0.216
H -0.248 -2.765 3.099 0.209
H -0.923 -0.086 4.013 0.123
H 1.639 -1.315 3.089 0.204
H 1.312 -0.755 4.832 0.216
H 1.455 0.467 3.510 0.210
H -1.353 -0.363 1.851 0.490
C 2.052 0.025 -3.149 -0.642
C 3.328 0.532 -2.470 0.115
C 3.611 1.999 -2.636 -0.628
O 3.384 0.231 -1.263 -0.699
H 1.595 0.572 -3.952 0.215
H 1.257 -0.068 -2.385 0.200
H 2.210 -0.953 -3.491 0.204
H 4.106 -0.023 -2.996 0.147
H 4.648 2.334 -2.345 0.209
H 2.865 2.625 -2.083 0.193
H 3.505 2.167 -3.699 0.203
H 2.629 0.645 -0.841 0.475
C -2.150 -3.246 0.833 -0.645
C -3.017 -2.051 0.483 0.105
C -2.290 -1.096 -0.464 -0.669
O -4.065 -2.443 -0.132 -0.708
H -2.106 -3.992 0.012 0.223
H -2.632 -3.811 1.620 0.197
H -1.111 -3.013 1.163 0.218
H -3.338 -1.553 1.405 0.124
H -2.912 -0.334 -0.932 0.231
H -1.932 -1.566 -1.393 0.232
H -1.291 -0.721 -0.202 0.208
H -4.649 -3.078 0.282 0.481
C -2.085 2.748 -0.459 -0.636
C -1.495 2.317 -1.753 0.128
C -1.842 3.313 -2.872 -0.612
O -0.269 2.177 -1.777 -0.729
H -1.871 2.152 0.361 0.191
H -3.201 2.909 -0.512 0.216
H -1.671 3.745 -0.224 0.197
H -1.874 1.305 -1.964 0.114
H -1.446 2.952 -3.844 0.208
H -1.317 4.217 -2.704 0.201
H -2.832 3.537 -3.014 0.197
H 0.085 1.838 -0.925 0.488
C 1.457 2.333 0.966 -0.259
O 1.016 1.198 0.359 -0.737
H 2.181 2.702 0.319 0.186
H 2.052 2.127 1.859 0.170
H 0.694 3.073 1.107 0.174
H 0.430 0.824 0.935 0.499
C 1.465 -2.348 0.366 -0.225
O 1.634 -3.708 0.258 -0.735
H 2.039 -2.018 1.190 0.148
H 0.451 -1.967 0.468 0.167
H 1.938 -1.893 -0.468 0.174
H 2.570 -3.939 0.178 0.472
```

Properties
HOMO energy   -9.20 eV
SMILES   CC(C)O.CC(C)O.CC(C)O.CC(C)O.CO.CO

## ii
Entry from the Open Molecules 2025 dataset: a 6-piece molecular cluster, C14H40O6 overall (ωB97M-V/def2-TZVPD).

Geometry as XYZ:
```
60
Properties=species:S:1:pos:R:3:nbo_charge:R:1
C -0.377 0.501 3.545 -0.645
C 0.173 1.887 4.078 0.160
C 1.083 2.537 2.990 -0.633
O -0.695 2.693 4.413 -0.698
H -1.030 0.617 2.722 0.190
H -1.014 0.130 4.316 0.199
H 0.324 -0.236 3.268 0.215
H 0.855 1.665 4.940 0.121
H 0.538 2.887 2.123 0.191
H 1.733 1.736 2.642 0.193
H 1.753 3.305 3.306 0.208
H -1.540 2.325 4.232 0.491
C -3.016 -0.947 -0.585 -0.657
C -3.197 -1.399 -2.029 0.116
C -3.180 -0.215 -3.039 -0.634
O -2.382 -2.306 -2.375 -0.720
H -3.698 -0.152 -0.260 0.218
H -1.984 -0.740 -0.261 0.223
H -3.207 -1.780 0.118 0.220
H -4.147 -1.902 -2.119 0.142
H -3.310 -0.559 -4.031 0.205
H -2.238 0.319 -2.921 0.210
H -4.014 0.440 -2.731 0.208
H -2.772 -2.880 -3.032 0.494
C 3.708 0.801 0.128 -0.642
C 3.516 -0.109 1.342 0.110
C 2.284 -0.944 1.150 -0.648
O 4.473 -0.875 1.599 -0.670
H 4.594 1.386 0.148 0.206
H 2.865 1.487 -0.086 0.232
H 3.886 0.179 -0.742 0.185
H 3.398 0.517 2.253 0.155
H 2.021 -1.416 2.064 0.207
H 2.407 -1.641 0.367 0.193
H 1.349 -0.468 0.881 0.218
H 4.310 -1.594 0.961 0.454
C 1.547 -1.073 -3.827 -0.654
C 0.968 -2.123 -2.813 0.135
C 2.150 -2.924 -2.259 -0.629
O 0.328 -1.622 -1.910 -0.727
H 2.028 -1.529 -4.718 0.208
H 2.282 -0.447 -3.297 0.215
H 0.722 -0.452 -4.241 0.206
H 0.300 -2.792 -3.363 0.132
H 2.770 -3.347 -3.063 0.208
H 1.770 -3.795 -1.644 0.206
H 2.809 -2.278 -1.696 0.200
H -0.620 -1.775 -2.037 0.518
C -0.436 1.359 -0.770 -0.254
O 0.734 0.972 -1.492 -0.759
H -1.351 1.042 -1.256 0.150
H -0.571 2.398 -0.431 0.184
H -0.414 0.781 0.165 0.149
H 0.591 0.001 -1.613 0.487
C -2.950 2.081 1.528 -0.256
O -3.297 2.228 2.907 -0.738
H -3.795 2.349 0.906 0.167
H -2.718 1.040 1.288 0.166
H -2.130 2.773 1.284 0.194
H -4.208 1.879 2.985 0.472
```

Properties
HOMO energy   -9.16 eV
SMILES   CC(C)O.CC(C)O.CC(C)O.CC(C)O.CO.CO

Ranked by calculated energy, most stable first: ii, i.